A.
Computed, not measured: C6H8N2 in the gas phase, with ωB97M-V with the def2-TZVPD basis set.

Computed properties:
HOMO level: -8.618 eV
Kohn-Sham gap: 9.05 eV
SMILES: C=Cc1ccnn1C
LUMO level: 0.432 eV

```
16
C6H8N2 | the OMol25 dataset | ωB97M-V with the def2-TZVPD basis set
C 0.2800 1.8464 0.3143
C -1.9699 -0.6047 -0.0511
C -0.9123 -1.4647 0.1820
C 0.1841 -0.5268 -0.0330
C 1.5597 -1.1144 0.0414
C 2.4714 -0.0674 -0.2373
H 0.6039 2.5865 -0.5888
H -0.3973 2.5802 0.9696
H 1.1781 1.1685 1.0123
H -3.0128 -0.6840 -0.3728
H -0.6358 -2.6496 0.2722
H 1.8258 -1.9263 0.7496
H 2.1409 0.8808 -0.7561
H 3.6276 0.0060 -0.2910
N -0.4050 0.6895 -0.1126
N -1.7391 0.6859 -0.2150
```

Atom charges from the natural (NBO) analysis, given in e for atoms 1 to 8: atom 1 (C): -0.436, atom 2 (C): -0.070, atom 3 (C): -0.333, atom 4 (C): 0.116, atom 5 (C): -0.237, atom 6 (C): -0.376, atom 7 (H): 0.210, atom 8 (H): 0.238

***

B.
Computed, not measured: C6H8N2 in the gas phase, with ωB97M-V with the def2-TZVPD basis set.

Computed properties:
HOMO level: -8.455 eV
Kohn-Sham gap: 9.19 eV
SMILES: C[C@]1(CC#N)C=C1N
LUMO level: 0.739 eV

```
16
C6H8N2 | the OMol25 dataset | ωB97M-V with the def2-TZVPD basis set
C 1.6223 0.0461 0.8988
C 0.0112 -0.4543 -1.1014
C 0.2219 -0.1726 0.3485
N -0.0422 0.1273 -2.3165
C -0.1550 -1.4758 -0.2972
C -0.8272 0.6311 1.1342
C -2.1288 0.5538 0.5286
N -3.1603 0.4943 0.0384
H 0.4641 0.9888 -2.4417
H -0.0751 -0.4822 -3.1182
H -0.4250 -2.4865 -0.1312
H 2.3418 -0.5469 0.3388
H 1.6739 -0.2524 1.9454
H 1.9102 1.0956 0.8312
H -0.5341 1.6856 1.1843
H -0.8978 0.2482 2.1580
```

Atom charges from the natural (NBO) analysis, given in e for atoms 1 to 8: atom 1 (C): -0.621, atom 2 (C): 0.218, atom 3 (C): -0.049, atom 4 (N): -0.792, atom 5 (C): -0.315, atom 6 (C): -0.537, atom 7 (C): 0.299, atom 8 (N): -0.332

***

Energy comparison, zero being the most stable, in eV: A 2.777; B 0.000.

***

A.
Computed, not measured: a molecular structure, C6H8N2, with ωB97M-V with the def2-TZVPD basis set.

Computed properties:
HOMO level (spin up / spin down): -8.609 / -8.609 eV
Kohn-Sham gap (spin up / spin down): 8.52 / 8.52 eV
LUMO level (spin up / spin down): -0.091 / -0.091 eV

```
16
C6H8N2 | the OMol25 dataset | ωB97M-V with the def2-TZVPD basis set
C 0.4884 0.5719 0.0595
C -1.2955 -1.5257 -0.4345
C 1.6299 0.2989 -0.8695
C 0.3059 1.9870 0.5117
C -0.5566 -0.3776 0.1693
N -0.3805 -0.5669 1.4281
C -1.6339 -2.0604 0.9412
N -2.3106 -2.6924 1.6599
H -0.6755 -2.2232 -1.0081
H -2.1888 -1.2173 -0.9850
H 1.5397 0.9221 -1.7678
H 1.6636 -0.7445 -1.1852
H 2.5833 0.5717 -0.4002
H 1.1597 2.3006 1.1164
H -0.5909 2.0973 1.1172
H 0.2619 2.6586 -0.3532
```

Atom charges from the natural (NBO) analysis, given in e for atoms 1 to 8: atom 1 (C): 0.179, atom 2 (C): -0.532, atom 3 (C): -0.662, atom 4 (C): -0.643, atom 5 (C): 0.126, atom 6 (N): -0.300, atom 7 (C): 0.272, atom 8 (N): -0.327

***

B.
Computed, not measured: 2 unconnected molecules or ions with the total composition C6H8N2, with ωB97M-V with the def2-TZVPD basis set.

Computed properties:
HOMO level (spin up / spin down): -8.960 / -6.719 eV
Kohn-Sham gap (spin up / spin down): 8.80 / 6.37 eV
LUMO level (spin up / spin down): -0.163 / -0.350 eV

```
16
C6H8N2 | the OMol25 dataset | ωB97M-V with the def2-TZVPD basis set
C -2.0297 -1.1228 0.1735
C -1.8271 0.2622 0.0876
C 0.1098 -0.7774 0.3080
C -2.7668 1.1649 -0.2882
C 2.2535 -1.0394 -0.3371
C 2.8642 0.2889 0.0496
N -0.8231 -1.7276 0.2175
N -0.4363 0.4559 0.1014
H -2.8505 -1.7636 0.1479
H -2.6186 2.1763 -0.6702
H -3.8371 0.9109 -0.3442
H 2.6395 -1.9932 -0.2179
H 2.6301 0.6021 1.1456
H 2.6277 1.1424 -0.6774
H 3.9320 0.1830 -0.0566
H 0.1322 1.2375 0.3604
```

Atom charges from the natural (NBO) analysis, given in e for atoms 1 to 8: atom 1 (C): -0.030, atom 2 (C): 0.037, atom 3 (C): 0.354, atom 4 (C): -0.404, atom 5 (C): 0.035, atom 6 (C): -0.759, atom 7 (N): -0.501, atom 8 (N): -0.607

***

C.
Computed, not measured: C6H8N2 in the gas phase, with ωB97M-V with the def2-TZVPD basis set.

Computed properties:
HOMO level: -9.383 eV
Kohn-Sham gap: 9.88 eV
SMILES: C/C(C#N)=C/N1CC1
LUMO level: 0.500 eV

```
16
C6H8N2 | the OMol25 dataset | ωB97M-V with the def2-TZVPD basis set
C 1.1626 -1.1836 -1.9507
C 0.4794 -0.5932 -0.7563
C 0.4570 0.7423 -0.4814
C -0.2764 1.0620 1.9116
C -1.5207 1.1253 1.1020
C -0.2456 -1.4896 0.0863
H 1.9648 -1.8614 -1.6359
H 0.4418 -1.8480 -2.4446
H 1.4575 -0.4348 -2.7757
H 0.9683 1.3945 -1.1962
H 0.0361 0.0689 2.2483
H 0.0723 1.7095 2.7196
H -1.8892 0.2178 0.6189
H -2.1720 1.9793 1.3080
N -0.1871 1.4446 0.5036
N -0.7488 -2.3333 0.7425
```

Atom charges from the natural (NBO) analysis, given in e for atoms 1 to 8: atom 1 (C): -0.618, atom 2 (C): -0.200, atom 3 (C): 0.105, atom 4 (C): -0.244, atom 5 (C): -0.227, atom 6 (C): 0.252, atom 7 (H): 0.229, atom 8 (H): 0.227

***

D.
Computed, not measured: C6H8N2 in the gas phase, with ωB97M-V with the def2-TZVPD basis set.

Computed properties:
HOMO level: -8.517 eV
Kohn-Sham gap: 8.80 eV
SMILES: [H]/N=C(\C#C)NC(=C)C
LUMO level: 0.286 eV

```
16
C6H8N2 | the OMol25 dataset | ωB97M-V with the def2-TZVPD basis set
C -2.3957 -1.3150 -0.0372
C -1.5585 -0.0390 -0.1515
C -2.1410 1.1176 0.3877
C 0.8694 0.4365 -0.0040
C 2.0634 -0.5170 0.1699
C 3.2131 -0.9593 0.2018
H -2.4052 -1.6666 1.1404
H -2.3062 -2.4881 -0.5078
H -3.3651 -1.0044 -0.2953
H -1.3579 1.8784 0.3065
H -3.0739 1.3959 0.5802
H -0.1054 -1.2043 -0.5120
H 2.0626 1.9279 0.3245
H 3.9856 -1.5876 0.2469
N -0.1837 -0.2750 -0.3595
N 1.0781 1.7615 -0.3096
```

Atom charges from the natural (NBO) analysis, given in e for atoms 1 to 8: atom 1 (C): -0.681, atom 2 (C): 0.187, atom 3 (C): -0.466, atom 4 (C): 0.372, atom 5 (C): -0.100, atom 6 (C): -0.175, atom 7 (H): 0.225, atom 8 (H): 0.229

***

Energy comparison, zero being the most stable, in eV: A 1.720; B 3.879; C 0.000; D 3.177.